(1)
This record from OMol25 describes a structure of composition C6H4Cl2EuHoN2O3. The level of theory is ωB97M-V/def2-TZVPD.

Structure (ORCA input):
```
! RIJCOSX wB97M-V def2-TZVPD def2/J DEFGRID3
* xyz 4 11
Ho 3.303 1.972 -0.188
Eu -1.518 0.649 -1.009
Cl 2.444 1.467 2.035
Cl -0.844 2.042 -3.045
C -2.415 -1.018 -2.982
C 1.559 3.426 -0.307
C 3.723 3.698 -1.736
O -2.686 -1.699 -3.874
O 0.694 4.208 -0.356
O 3.811 4.571 -2.495
N -0.682 -1.087 2.137
C -0.744 -2.383 2.516
C -1.014 -3.132 1.379
C -1.155 -2.208 0.324
N -0.946 -0.943 0.787
H -0.460 -0.271 2.705
H -0.559 -2.709 3.531
H -1.097 -4.198 1.300
H -1.413 -2.385 -0.719
*
```

Kohn-Sham gap (alpha / beta), eV: 4.49 / 5.63

So, what does the Mulliken scheme give us? The charges, in e, come out as:
1. Ho 1.97
2. Eu 1.89
3. Cl -0.23
4. Cl -0.31
5. C 0.07
6. C -0.03
7. C 0.08
8. O 0.06
9. O 0.08
10. O 0.10
11. N -0.06
12. C -0.08
13. C -0.73
14. C 0.01
15. N -0.32
16. H 0.21
17. H 0.47
18. H 0.40
19. H 0.42

=====

(2)
This record from OMol25 describes a structure of composition C6H4Cl2Ir2N2O3. The level of theory is ωB97M-V/def2-TZVPD.

Structure (ORCA input):
```
! RIJCOSX wB97M-V def2-TZVPD def2/J DEFGRID3
* xyz 4 9
Ir -0.842 -2.267 -2.468
Ir 0.207 -0.761 1.252
Cl -0.402 -0.065 -1.921
Cl 0.371 -2.601 -0.230
C -0.726 -1.866 2.346
C -1.864 -1.561 -3.852
C -0.823 -4.096 -2.603
O -1.319 -2.626 3.004
O -2.517 -1.041 -4.679
O -0.812 -5.264 -2.650
N -0.129 2.185 0.851
C 0.509 3.342 1.140
C 1.768 2.989 1.635
C 1.825 1.591 1.623
N 0.644 1.092 1.168
H -1.071 2.104 0.481
H 0.011 4.293 1.012
H 2.562 3.641 1.970
H 2.607 0.911 1.921
*
```

Kohn-Sham gap (alpha / beta), eV: 7.24 / 5.61

So, what does the Mulliken scheme give us? The charges, in e, come out as:
1. Ir 1.02
2. Ir 0.83
3. Cl 0.02
4. Cl -0.34
5. C 0.55
6. C 0.38
7. C 0.46
8. O -0.11
9. O -0.07
10. O -0.09
11. N 0.06
12. C 0.06
13. C -0.50
14. C 0.15
15. N -0.18
16. H 0.27
17. H 0.51
18. H 0.47
19. H 0.51

=====

The evaluated electronic energy for the records listed, in turn: -85533.89679 -46071.23482 eV.